Formula: C3H2FNO4S
Source: the Open Molecules 2025 dataset
Level of theory: the ωB97M-V functional and the def2-TZVPD basis

As for the charge: 0. As for the LUMO energy (spin up / spin down): -3.2 / -3.5 eV. Its HOMO energy (spin up / spin down) is -11.20 / -10.40 eV. As for the calculated total energy: -26369.098 eV. For the frontier orbital gap (spin up / spin down), the calculation gives 8.03 / 6.92 eV.

Last column: Löwdin charge in e.
Element x y z (Å)
C  -0.429  -0.229  -1.257  0.04
C  0.388  -1.027  -0.488  -0.16
C  -1.396  0.824  -0.888  -0.53
N  -1.437  0.965  0.414  0.25
O  -1.977  1.429  -1.750  0.16
O  1.824  -0.711  2.961  -0.29
O  2.713  0.154  0.909  -0.29
O  0.405  -1.173  0.874  -0.24
F  -2.473  1.856  0.832  -0.01
S  1.547  -0.174  1.670  0.83
H  -0.434  -0.335  -2.276  0.09
H  1.271  -1.579  -1.001  0.16